1.
Here is a molecular structure, C34H44Cl5IrN5O3Si2 in a non-equilibrium geometry from the OMol25 dataset. Energies are from ωB97M-V/def2-TZVPD.

Summary:
**LUMO (alpha / beta)**: 2.35 / 0.67 eV
**E_HOMO (alpha / beta)**: -1.216 / -4.742 eV
**Relative energy (zero: lowest compared OMol25 entry of this formula, charge and spin)**: 66.8 kcal/mol
**Electronic energy**: -130769.4965 eV
**Orbital gap (alpha / beta)**: 3.6 / 5.4 eV

```
! RIJCOSX wB97M-V def2-TZVPD def2/J DEFGRID3
* xyz -1 5
H 3.5304 -2.8069 2.5628
H -0.3487 5.7918 3.0517
O 0.6065 -3.9138 -1.3107
Si -0.4650 -0.1467 -3.4333
H -2.4292 0.6029 3.2983
H 2.0307 5.0319 1.4361
C -0.5568 -0.3353 -5.3520
H 0.9826 1.6330 -2.3111
C -1.7517 2.7666 3.5558
C -0.6573 -4.2801 -1.2251
C -0.2696 2.9930 3.2842
H 5.6562 -1.8080 -4.6381
Cl -2.8011 -7.6109 -1.3844
C 4.3018 -1.5618 -2.8893
C -2.2956 -6.0338 -1.3649
Cl -7.8372 3.7597 0.6714
H 1.4848 -2.3109 -5.4157
C -0.1434 -1.5457 2.4140
C 5.0199 -3.8357 -0.7154
C -2.4799 1.6153 2.7864
C -2.9680 -3.7122 -0.7800
C 3.5599 -1.9478 -5.1544
C 0.9861 0.0669 1.5966
C -3.3311 -5.0010 -1.1428
H 1.5816 0.7022 0.8730
C -0.2861 3.2214 0.6589
H -2.7067 -0.9395 -2.3350
H -2.5748 0.9248 -2.7700
H 2.2667 -3.5845 1.6070
C -4.7255 2.8186 3.1543
C 1.8585 -1.7395 -3.3216
Si 4.0198 -2.5320 0.2492
N 0.6415 -1.1819 1.3108
H -1.6911 5.2965 1.9410
C -0.9681 -5.6250 -1.4481
C -5.8881 3.4333 2.6684
N -0.1060 -0.6727 3.4114
O -1.2021 -2.0196 -0.5930
H -0.4511 2.3992 -2.7536
H 5.9365 -0.6109 0.4130
H 0.8349 2.0360 -3.9809
H 5.3142 -4.6301 -0.0140
H -0.1551 3.6755 5.1753
H -6.3655 4.1872 3.2618
H 3.8810 -2.0522 -6.1993
H -1.9166 2.5562 4.6279
H -6.0601 2.0019 -0.3514
N 2.7685 -1.9447 -0.9832
H 4.3392 -0.0198 -0.0724
C -3.9672 1.9394 2.3604
H 4.7852 -0.4015 1.6024
N 0.6116 -1.4625 -2.8267
H -4.0344 0.8465 0.4701
O 0.3148 3.8375 4.3508
H -0.2694 5.8316 1.2415
H 0.1622 3.8164 -0.1657
C 3.3273 -3.4082 1.6931
N 0.5130 0.4229 2.8185
H 3.8476 -4.3518 1.9766
H 0.1139 2.2231 0.5770
C -6.3825 3.1090 1.4236
H -1.9049 1.5501 1.8564
H -0.8004 -2.3903 2.4852
H -4.3686 3.1094 4.2018
C 4.5939 -1.7626 -4.2583
C 3.0373 -1.6985 -2.3177
Cl -4.1496 -2.7439 -0.0175
H 4.5147 -4.2688 -1.6019
H -1.6558 0.2013 -1.4023
H -0.8777 -1.3769 -5.5533
C -4.5330 1.5359 1.1197
Cl -4.9710 -5.4785 -1.3454
H 1.6335 1.9938 3.6104
C -5.6158 2.2047 0.6198
C 0.1097 3.8995 1.9603
H 2.1998 3.2735 1.4465
H -1.3662 3.2475 0.4605
C 0.2341 1.5969 -3.1021
H 0.3779 1.4165 4.6317
C -1.6427 -3.2477 -0.8708
C -2.0566 -0.0181 -2.4131
Cl 0.3482 -6.6901 -1.5279
H 5.9826 -3.4398 -1.1268
H 0.4600 -0.1115 -5.7532
Ir 0.7928 -1.8577 -0.6608
C 0.6251 1.6369 3.5788
H -1.2379 0.4244 -5.7166
C 2.2316 -2.0551 -4.6862
H -2.1673 3.7758 3.3466
C 4.8843 -0.7929 0.5487
H 2.0131 4.3775 2.9875
H 5.0627 -1.2236 -2.1568
C 1.6425 4.1060 1.9827
C -0.5884 5.2930 2.0830
*
```

2.
Here is a molecular structure, C62H60CdClGeN8O2SSbSi3 in a non-equilibrium geometry from the OMol25 dataset. Energies are from ωB97M-V/def2-TZVPD.

Summary:
**LUMO (alpha / beta)**: 3.15 / 3.15 eV
**E_HOMO (alpha / beta)**: -1.534 / -1.534 eV
**Electronic energy**: -195899.0650 eV
**Orbital gap (alpha / beta)**: 4.7 / 4.7 eV

```
! RIJCOSX wB97M-V def2-TZVPD def2/J DEFGRID3
* xyz -2 1
H 2.5533 3.2093 -7.4689
C 1.4716 4.5079 0.9188
H 1.8283 3.5647 0.5199
C 5.2849 -3.5649 -0.1539
H -1.6928 -0.1828 5.6045
C -3.0563 5.0376 0.4800
Cl 2.9058 3.8709 -2.6749
H 4.0033 1.8383 -2.1535
O 2.1035 0.3195 -1.8144
Si 1.6340 -4.8096 0.8067
H 1.0374 -1.1557 4.3886
H -4.3418 6.5931 -0.2639
H -3.7403 -3.4072 4.5239
C 0.5490 6.9258 1.9098
H -1.7188 -6.0750 -1.2063
H -0.3481 -6.9875 -5.1854
C 2.2803 5.6402 0.8522
H -4.7386 0.3748 2.7174
N -3.6523 0.9259 -0.0315
H 2.1166 -1.9921 5.5323
H 4.4701 -2.4612 -2.9304
N -0.4441 -2.2054 -2.1946
H 4.6715 -3.1922 4.7330
C 1.8188 6.8537 1.3461
C -2.0518 -2.1596 0.2632
H 3.5500 2.7645 -0.7032
Si 3.9969 -2.2213 -0.5042
C -3.2529 1.5817 -1.1186
C -5.2682 5.4800 1.3256
C -3.6526 -2.7181 3.6900
H 0.7824 3.6577 -5.7642
C -3.4317 -0.9247 1.6069
C 3.2192 2.4079 -1.6754
C 2.9253 -5.8421 1.7212
C 0.0030 -5.3969 1.5216
C 1.9704 1.5329 -1.5163
H -2.3289 -4.0069 2.5624
Si 3.0422 -2.0698 3.2251
Sb -1.0440 2.7654 1.3149
H 0.0167 -5.3134 2.6172
C -0.0244 -2.6115 -3.4098
N -0.3625 0.2319 -3.6468
C 4.1855 -0.5880 3.5056
C -2.7638 -2.1512 1.5543
C -0.8453 -4.4565 -2.3304
H 2.7602 -5.8293 2.8045
C 1.6796 -2.0319 4.5247
C -3.0771 -0.2156 0.3653
H -1.3077 0.2941 3.2256
N -2.1000 1.4265 -1.8235
C 0.7000 1.5947 -5.1708
H 3.9028 0.2691 2.8935
H 5.4269 -0.6396 0.7691
H 4.1584 0.2158 -0.1314
H -4.9297 -1.2476 4.6048
H -3.8415 2.8638 2.9532
C -0.3134 1.4967 -4.1001
C 0.9120 -0.8840 0.6259
C -4.3289 -1.4920 3.7356
H -0.1748 -6.4483 1.2567
H -2.2626 5.2775 -0.2243
C -4.0300 2.6970 -1.6851
C -1.2123 2.4329 3.4691
H 2.4385 7.7418 1.2795
C -0.0698 -4.9522 -4.5783
H 4.9438 -3.7198 3.0564
H -6.1891 6.0538 1.3020
H 2.8669 -6.8843 1.3782
H 3.2618 5.5759 0.3936
C -2.0754 2.3349 -2.8259
H -1.8341 1.6791 7.2448
H -1.1491 4.4954 4.0910
H 4.1341 -0.2821 4.5604
H 1.0480 -2.9298 4.4583
C -4.9778 4.7887 -3.2079
C -2.8753 3.9913 1.3950
C -4.2316 5.7830 0.4503
C 1.7675 -5.3940 -0.9809
C -5.2735 3.2236 -1.3765
C -1.3608 1.1208 3.9277
Ge 2.1530 -2.4563 1.0044
H 2.8106 -5.6330 -1.2235
C 2.1818 0.0398 -6.2901
C -3.2758 3.1907 -2.7478
H -0.8220 -4.7934 1.1345
C 4.1683 -3.4882 3.8009
H 5.5686 -3.5904 0.9081
H 6.1946 -3.3794 -0.7449
H -1.3810 -7.7021 -3.0637
H -3.1388 4.6230 -4.3443
H 3.6106 -4.4127 3.9931
C -1.2601 -5.7713 -2.1431
N -2.2205 -0.9567 -0.3452
C -1.0661 -6.6711 -3.1802
S 1.1568 0.2281 1.8182
N -1.5370 -3.2445 -0.2963
C -1.5787 0.8456 5.2784
H -1.5528 4.0175 6.4670
N -1.1611 2.4804 -3.7880
Cd -0.2999 -0.1134 -1.3338
C 2.1567 2.3984 -6.8679
C -3.9406 3.6854 2.2478
H 1.4228 -4.6304 -1.6872
C -0.4778 -6.2643 -4.3896
H 4.9032 -4.5613 -0.4220
H 3.9455 -5.4777 1.5364
C -2.8650 -3.0638 2.5971
C -3.7371 4.2425 -3.5238
C -1.6539 1.8860 6.1948
H 2.5698 -0.9657 -6.4150
C 0.1813 4.5647 1.4610
H 2.9828 -3.3255 -2.4804
C 4.8866 -0.6025 -0.1843
O 0.9245 2.0697 -1.0771
H 1.1558 -6.2902 -1.1498
C -5.1252 4.4206 2.2169
C -4.2262 -0.5823 2.6907
H -1.2609 5.8872 2.3699
C -0.9636 -3.2512 -1.5137
C -0.2512 -4.0514 -3.5339
C -1.4969 3.1990 5.7572
H 0.1827 7.8678 2.3036
H 5.6006 -0.3748 -0.9876
C 3.5638 -2.4104 -2.3120
H -5.8492 2.8247 -0.5468
H -6.7052 4.7236 -1.9269
C -1.2764 3.4658 4.4096
C 1.1703 2.6575 -5.9242
H 2.9554 -1.5629 -2.6428
H 3.4274 0.9295 -7.7918
C 0.4832 -0.5427 -4.3797
C 1.1982 0.3041 -5.3497
H 5.2283 -0.8516 3.2749
H -5.3650 5.6167 -3.7899
N 0.5680 -1.8629 -4.3585
C -0.2636 5.7959 1.9572
C 2.6556 1.1022 -7.0500
H -5.9381 4.1664 2.8905
C -5.7397 4.2801 -2.1495
H 0.3756 -4.6246 -5.5121
*
```

3.
Here is 6 unconnected molecules or ions with the total composition C12H18N6 in a non-equilibrium geometry from the OMol25 dataset. Energies are from ωB97M-V/def2-TZVPD.

Summary:
**LUMO**: -0.25 eV
**E_HOMO**: -11.451 eV
**Relative energy (zero: lowest compared OMol25 entry of this formula, charge and spin)**: 21.3 kcal/mol
**Electronic energy**: -21673.9321 eV
**Orbital gap**: 11.2 eV

```
! RIJCOSX wB97M-V def2-TZVPD def2/J DEFGRID3
* xyz 0 1
H 2.8149 1.3031 3.1065
N -0.9150 2.1497 0.9610
C 2.3700 -3.0786 -0.3583
H 2.5773 0.1785 1.7286
H -2.5928 -0.3159 -0.1522
H 0.6404 -2.4921 0.5661
N 3.7830 2.8510 0.4727
H -2.7106 -2.7957 -0.0670
H -1.2149 0.0958 -1.3026
C -2.1438 -3.6810 -0.3343
C -1.0847 4.4884 3.8284
C 1.5872 -2.0326 0.2831
C 2.5431 1.2088 2.0603
H -0.9246 -0.8756 0.1173
C -0.8682 -0.7524 -4.5641
N 2.9780 -3.9020 -0.8768
C 0.3513 4.5152 3.5648
H 1.4727 -1.0648 -0.1957
H -2.7427 -4.5397 -0.6330
H -0.2783 -1.6299 -4.8371
H -1.6376 4.0561 2.9987
N -0.5783 -3.0600 -2.3313
H -0.5248 -0.6089 -3.5401
H 2.0605 -1.7768 1.2354
C -1.1851 1.1774 0.4136
H -1.5288 -4.0447 0.4894
C 3.2257 2.1240 1.1522
N -0.3906 1.2110 -6.2064
H -1.4536 5.4517 4.1700
H 1.4912 1.5090 1.9764
H -1.2543 3.8106 4.6712
C -1.5441 -0.0755 -0.2779
N 1.4811 4.5591 3.3922
C -0.6017 0.3392 -5.4909
C -1.2726 -3.3168 -1.4580
H -1.9295 -0.9853 -4.5621
*
```

4.
Here is 3 unconnected molecules or ions with the total composition C17H47N6O2P2 in a non-equilibrium geometry from the OMol25 dataset. Energies are from ωB97M-V/def2-TZVPD.

Summary:
**LUMO**: 0.54 eV
**E_HOMO**: -0.710 eV
**Electronic energy**: -49997.0870 eV
**Orbital gap**: 1.3 eV

```
! RIJCOSX wB97M-V def2-TZVPD def2/J DEFGRID3
* xyz -1 1
H -3.1116 2.6792 2.5693
O 1.8323 -4.2642 -1.2284
C 2.2104 -4.0874 -5.2100
C 2.0725 -6.8358 -1.7414
C 0.0047 2.5116 -2.0934
H -2.3782 2.3077 -3.0089
H -1.0815 -4.4026 -4.7009
H -0.0403 -1.2387 1.1134
C -2.0146 4.5752 0.8984
H 0.6304 4.9069 3.4805
C -0.0014 -6.8755 -2.8789
O -0.3081 2.3960 1.8978
N 1.2079 -6.1078 -2.6688
C -3.3620 2.7027 1.5040
C 2.0809 3.0547 5.5965
H 0.7142 -1.6715 -3.0332
H -2.0975 -3.3675 -1.8297
H 2.3693 -3.0050 -5.1570
H 0.8740 0.2212 1.4097
C 1.2482 5.4483 6.2117
H -2.4053 3.7487 -1.9818
C 0.0966 -2.1033 -2.2353
C -1.2244 -4.0078 -1.6755
N 1.0216 -4.4948 -4.4439
H 2.1341 -4.3822 -6.2595
H -0.9939 -4.0383 -0.6057
N -0.1142 -3.5288 -2.4793
C 2.0999 4.5942 5.1808
H -1.4892 4.7526 1.8426
H 2.7732 7.0033 6.2463
H -0.2281 -2.9039 -5.1271
H 3.1214 2.6218 5.6285
H 1.5184 2.4216 4.8549
C -0.1651 -3.9971 -5.1267
H -4.2260 3.3578 1.3594
H -0.6334 -6.4602 -3.6635
H -0.8455 -1.5497 -2.2357
H -0.5151 -0.1556 2.4431
H 0.7480 4.8125 6.9946
H -0.1509 -4.3300 -6.1709
H 0.2456 -7.8889 -3.2114
H -3.2826 2.2738 -1.5207
H 2.2084 5.7185 3.2107
P 1.3535 -4.4020 -2.6823
H -0.0970 2.2052 -3.1380
C 1.7284 4.8124 3.6694
N -1.1779 2.1397 -1.3011
C -2.2295 -0.1928 0.3153
H -2.8047 -0.2569 1.2452
H -2.9476 5.1442 0.9083
H 0.1879 3.5912 -2.0574
C 2.2283 6.4198 7.0544
H -0.5887 -6.9642 -1.9589
H 0.6004 -1.9275 -1.2792
C -2.3655 2.6540 -1.9684
H -1.5514 -4.9949 -1.9953
H 3.1036 -4.5796 -4.8064
N -0.9989 0.5459 0.4939
H -1.4036 4.9852 0.0845
H 3.1645 4.9260 5.3047
H 2.1999 -7.8747 -2.0561
H 0.8944 2.0054 -1.6995
H 3.0719 -6.3968 -1.7250
N -2.2588 3.1518 0.6742
H 2.0714 3.9233 3.0698
H 0.4795 6.1088 5.7366
H -2.8663 0.2265 -0.4641
C -0.1362 -0.1924 1.4163
H 1.6504 2.9083 6.6210
H 1.6748 -6.8223 -0.7211
H 3.0131 5.6954 7.4577
P -0.8110 2.2480 0.4549
H -2.0142 -1.2170 -0.0092
H -3.7136 1.7185 1.2012
*
```

5.
Here is a molecular structure, F3H3SSi2 in a non-equilibrium geometry from the OMol25 dataset. Energies are from ωB97M-V/def2-TZVPD.

Summary:
**LUMO**: -0.52 eV
**E_HOMO**: -9.838 eV
**Relative energy (zero: lowest compared OMol25 entry of this formula, charge and spin)**: 30.1 kcal/mol
**Electronic energy**: -34796.1312 eV
**Orbital gap**: 9.3 eV

```
! RIJCOSX wB97M-V def2-TZVPD def2/J DEFGRID3
* xyz 0 1
H 2.9766 1.1026 -0.8463
Si 1.0775 -0.3291 0.3331
H 0.9738 -0.6142 1.9156
F -2.2737 0.8458 -1.3646
H 1.9013 -1.4430 -0.3565
F -2.7304 -1.4248 -0.5961
S 2.0256 1.5965 0.0175
Si -1.7310 -0.1653 -0.2353
F -2.2197 0.4315 1.1326
*
```

6.
Here is C21H24N4O4 in the gas phase in a non-equilibrium geometry from the OMol25 dataset. Energies are from ωB97M-V/def2-TZVPD.

Summary:
**LUMO**: 0.32 eV
**E_HOMO**: -8.795 eV
**Relative energy (zero: lowest compared OMol25 entry of this formula, charge and spin)**: 69.9 kcal/mol
**Electronic energy**: -36316.4813 eV
**Orbital gap**: 9.1 eV

```
! RIJCOSX wB97M-V def2-TZVPD def2/J DEFGRID3
* xyz 0 1
C 4.0033 0.0244 -0.8631
H -5.9938 -2.0559 2.2008
H 7.9683 -1.8197 -0.8155
O -7.2623 0.6799 -0.1253
H 4.8463 0.3900 -1.4596
C -0.5980 0.7809 -0.1894
H -4.8766 -1.2793 0.4811
H -2.6892 -0.7524 0.2758
C -3.6847 2.8299 -0.6861
C 2.7281 1.1344 0.8623
H 6.0520 -1.4747 0.7704
C -8.5609 -1.8803 -0.1474
N 4.0228 0.6123 0.4615
C -2.9854 0.2502 0.0069
C 2.6613 0.4791 -1.4574
N 3.4656 -2.1413 0.1216
H -7.3927 -3.2006 1.9430
H -9.1191 -2.6904 0.3129
C -6.8677 -2.3149 1.6257
H 0.6004 2.5362 0.1933
H -8.3142 -2.1545 -1.1731
C 6.7709 -0.7062 0.5209
C -2.3476 2.4844 -0.6192
H 0.5489 2.0449 -1.5121
H 3.4224 -3.1476 0.0900
C 0.5798 1.6817 -0.4840
C 8.1001 -1.2014 0.0721
H 8.5511 -1.8243 0.8435
H -1.5902 3.2213 -0.8361
H -5.7163 2.1831 -0.4687
H 2.7918 1.4143 -2.0027
N -5.2708 -0.3831 0.2290
H 2.4317 0.7234 1.8323
C -6.6358 -0.3050 0.2022
H 8.7722 -0.3793 -0.1599
H 2.2374 -0.2665 -2.1291
H -9.1769 -0.9838 -0.1883
H 2.7724 -1.6598 0.6701
N -0.2401 -0.3969 0.1426
O 1.1149 -0.5242 0.1400
C 1.7538 0.7223 -0.2437
C -4.6773 1.9066 -0.4127
C 6.4363 0.5721 0.6259
O 4.7500 -2.0851 -1.7314
O 5.0184 1.7928 2.0880
H -3.9626 3.8375 -0.9560
H 7.1631 1.3539 0.4493
C -4.3281 0.6023 -0.0626
C 5.1267 1.0523 1.1278
H 2.7903 2.2240 0.9661
C -7.3117 -1.5775 0.6156
C 4.1099 -1.5122 -0.8782
C -1.9879 1.1827 -0.2693
*
```

> The highest electronic energy belongs to which entry?

C12H18N6

> Which of these has the highest electronic energy?

C12H18N6

> Which of these has the highest electronic energy?

C12H18N6